Here is 3 unconnected molecules or ions with the total composition C22H42NO8 at a distorted geometry from the OMol25 dataset. Energies are from wB97M-V/def2-TZVPD.

XYZ file:
```
73
Properties=species:S:1:pos:R:3:mulliken_charge:R:1
C 3.147 -2.897 -1.266 -0.14
C 4.033 -3.509 -0.020 -0.30
C 3.120 -4.090 1.212 -0.90
C 2.220 -2.923 1.949 -0.10
C 3.089 -1.660 2.537 -0.39
C 2.102 -0.355 2.563 -0.82
C 2.402 0.780 1.421 0.81
C 1.548 2.079 2.037 -0.98
C 2.391 2.841 3.257 -0.83
C 1.669 0.623 -0.074 0.76
O 0.248 0.984 -0.194 -0.44
C -0.646 -0.150 0.088 0.33
C -1.473 -0.705 -1.238 -0.03
C -1.715 -2.333 -0.944 -0.96
C 2.561 1.720 -0.968 -1.12
N 3.690 2.242 -0.054 -0.11
C 3.926 1.034 0.877 -0.09
C 5.147 1.335 1.929 -1.18
O 4.448 0.028 -0.065 -0.25
H 3.623 -1.877 -1.654 0.01
H 2.033 -2.610 -0.949 -0.31
H 3.149 -3.613 -2.219 0.40
H 4.852 -2.746 0.343 0.12
H 4.633 -4.439 -0.462 0.37
H 2.341 -4.849 0.730 0.31
H 3.748 -4.748 1.983 0.31
H 1.316 -2.617 1.260 -0.20
H 1.727 -3.451 2.900 0.34
H 4.131 -1.495 2.030 0.22
H 3.321 -1.926 3.677 0.34
H 0.998 -0.763 2.367 0.35
H 2.069 0.071 3.674 0.41
H 0.604 1.612 2.549 0.44
H 1.317 2.898 1.233 0.32
H 3.077 2.111 3.865 0.22
H 3.034 3.669 2.721 0.19
H 1.585 3.389 3.924 0.35
H 1.923 -0.456 -0.516 -0.03
H 0.044 -1.053 0.427 -0.57
H -1.347 0.087 0.996 0.27
H -2.472 -0.127 -1.449 0.07
H -0.749 -0.680 -2.183 0.19
H -2.614 -2.778 -1.546 0.34
H -0.704 -2.950 -1.074 0.19
H -1.981 -2.427 0.211 0.26
H 2.864 1.306 -2.022 0.25
H 1.993 2.711 -1.249 0.35
H 3.530 3.182 0.414 0.52
H 4.484 2.500 -0.713 0.43
H 6.197 1.012 1.479 0.32
H 5.137 2.501 2.135 0.33
H 4.892 0.786 2.936 0.24
H 5.113 0.413 -0.708 0.39
C -3.273 3.781 -2.758 -0.32
C -2.571 2.716 -3.537 -0.16
O -3.364 1.567 -3.304 -0.31
C -4.613 2.007 -2.973 0.62
O -5.593 1.287 -2.872 -0.54
O -4.623 3.357 -2.770 -0.30
H -3.172 4.768 -3.217 0.32
H -2.929 3.835 -1.719 0.23
H -2.558 2.925 -4.612 0.26
H -1.546 2.556 -3.193 0.18
C -7.956 -0.041 -1.457 -0.13
C -7.277 -0.695 -0.297 -0.25
O -8.356 -1.167 0.488 -0.32
C -9.424 -1.311 -0.350 0.59
O -10.470 -1.857 -0.045 -0.54
O -9.167 -0.765 -1.575 -0.32
H -7.370 -0.113 -2.377 0.24
H -8.190 1.011 -1.265 0.24
H -6.661 -1.548 -0.600 0.25
H -6.660 0.005 0.273 0.26
```

Output
HOMO: -11.758 eV
Net charge: +1
Kohn-Sham gap: 8.274 eV

Here is a molecular structure, C22H42NP3RuSe at a distorted geometry from the OMol25 dataset. Energies are from wB97M-V/def2-TZVPD.

XYZ file:
```
70
Properties=species:S:1:pos:R:3:mulliken_charge:R:1
Ru -0.424 -0.599 -0.816 0.37
P 1.080 -0.903 -2.523 1.10
P 0.991 0.705 0.567 0.78
P -1.616 1.147 -1.539 1.17
H -2.301 -2.449 -0.119 1.21
C -2.191 -1.627 -0.831 -1.31
C -1.391 -1.959 -2.003 -1.20
H -0.919 -2.950 -2.017 0.46
C 1.789 -2.590 -2.401 -1.19
C 2.558 0.178 -2.578 -1.29
C 0.515 -0.827 -4.272 -1.37
C 0.218 1.003 2.199 -0.96
C 2.619 0.027 1.097 -1.37
C 1.519 2.386 0.030 -1.37
C -3.211 0.994 -2.436 -1.42
C -0.713 2.284 -2.655 -1.18
C -2.140 2.222 -0.142 -0.90
H -3.139 -1.099 -1.036 0.24
H -1.806 -1.644 -2.964 0.38
H 1.034 -3.310 -2.070 0.27
H 2.614 -2.600 -1.679 0.35
H 2.169 -2.908 -3.381 0.50
H 3.099 0.158 -1.625 0.28
H 2.265 1.211 -2.804 0.33
H 3.232 -0.173 -3.373 0.50
H -0.412 -1.391 -4.415 0.42
H 1.290 -1.267 -4.915 0.55
H 0.349 0.210 -4.586 0.33
H 0.846 1.682 2.795 0.47
H 0.115 0.049 2.730 0.38
H -0.783 1.440 2.092 0.05
H 3.219 0.838 1.536 0.57
H 3.171 -0.401 0.252 0.30
H 2.474 -0.754 1.853 0.43
H 2.277 2.748 0.739 0.58
H 0.682 3.093 0.020 0.42
H 1.973 2.349 -0.967 0.30
H -3.490 1.993 -2.813 0.53
H -4.010 0.650 -1.766 0.41
H -3.131 0.306 -3.288 0.37
H -1.431 3.008 -3.065 0.52
H -0.260 1.726 -3.482 0.10
H 0.071 2.819 -2.109 0.36
H -2.862 2.962 -0.513 0.52
H -1.289 2.753 0.301 0.40
H -2.625 1.622 0.644 -0.25
C -4.829 0.422 2.252 0.33
C -4.691 -0.579 1.273 0.49
C -5.746 -0.850 0.398 -0.59
C -6.945 -0.130 0.492 -0.47
C -7.080 0.866 1.469 -0.63
C -6.035 1.134 2.354 -0.47
Se -3.402 0.802 3.462 0.24
H -3.307 -0.612 3.867 0.25
H -3.761 -1.147 1.216 -0.05
H -5.642 -1.635 -0.353 0.49
H -7.769 -0.358 -0.188 0.45
H -8.008 1.432 1.556 0.43
H -6.130 1.892 3.136 0.44
C 0.446 -4.622 2.769 -0.46
C -0.819 -4.053 2.637 -0.92
C -0.962 -2.883 1.878 0.28
N 0.020 -2.383 1.103 0.40
C 1.222 -2.975 1.189 -0.32
C 1.495 -4.038 2.061 -1.10
H 0.608 -5.490 3.405 0.44
H -1.708 -4.470 3.107 0.47
H -1.916 -2.348 1.866 0.17
H 2.009 -2.563 0.550 0.54
H 2.527 -4.372 2.149 0.46
```

Output
HOMO (alpha / beta): -14.865 / -17.560 eV
Net charge: +3
Spin multiplicity: 6
Kohn-Sham gap (alpha / beta): 6.735 / 5.025 eV
⟨S²⟩: 8.780

Here is a molecular structure, C22H42NP3SSeV at a distorted geometry from the OMol25 dataset. Energies are from wB97M-V/def2-TZVPD.

XYZ file:
```
71
Properties=species:S:1:pos:R:3:mulliken_charge:R:1
V 0.076 -0.262 0.178 -0.80
P -2.140 -0.701 0.867 1.25
P -0.306 -1.745 -1.706 0.93
P 0.182 1.394 1.906 1.29
H 4.751 1.976 -3.078 0.26
C 5.192 1.624 -2.127 -0.57
C 4.506 0.998 -1.155 -0.22
H 3.535 0.496 -1.219 0.08
C -3.319 0.350 -0.059 -1.40
C -2.690 -2.406 0.534 -0.53
C -2.616 -0.473 2.610 -0.77
C 1.108 -1.425 -2.804 -1.10
C -0.287 -3.583 -1.562 -1.24
C -1.794 -1.489 -2.739 -1.21
C 1.703 2.360 1.655 -1.13
C 0.308 0.882 3.673 -1.38
C -1.206 2.598 1.983 -1.16
H 6.300 1.780 -2.022 0.25
H 5.013 0.940 -0.186 0.23
H -4.344 0.159 0.274 0.56
H -3.253 0.140 -1.133 0.32
H -3.100 1.415 0.106 0.30
H -3.762 -2.488 0.755 0.60
H -2.140 -3.131 1.149 -0.13
H -2.552 -2.658 -0.524 0.09
H -3.683 -0.699 2.720 0.58
H -2.466 0.558 2.938 0.17
H -2.042 -1.140 3.266 -0.16
H 0.911 -1.835 -3.801 0.47
H 1.998 -1.903 -2.376 0.41
H 1.282 -0.346 -2.878 0.33
H -0.484 -4.008 -2.560 0.54
H -1.039 -3.971 -0.861 0.32
H 0.696 -3.920 -1.211 0.32
H -1.670 -2.072 -3.660 0.56
H -1.890 -0.422 -2.979 0.27
H -2.706 -1.837 -2.239 0.40
H 1.724 3.242 2.304 0.50
H 1.794 2.674 0.609 0.32
H 2.553 1.712 1.895 0.41
H 0.814 1.673 4.244 0.55
H 0.917 -0.029 3.747 0.42
H -0.678 0.700 4.127 0.42
H -0.852 3.471 2.547 0.52
H -2.075 2.180 2.507 0.39
H -1.502 2.885 0.964 0.23
C 0.177 3.300 -2.484 0.65
C 1.566 3.095 -2.504 0.78
C 2.346 4.120 -3.020 -0.37
C 1.782 5.321 -3.470 -0.70
C 0.398 5.514 -3.442 -0.66
C -0.406 4.499 -2.944 -0.90
Se -1.125 2.067 -1.828 0.25
H -0.007 1.249 -1.065 -0.31
H 2.030 2.174 -2.125 -0.16
H 3.419 3.970 -3.070 0.26
H 2.451 6.089 -3.846 0.41
H -0.078 6.425 -3.806 0.42
H -1.490 4.629 -2.896 0.32
S 1.555 -1.828 1.155 -0.40
C 0.686 -2.934 2.180 0.51
N 0.689 -4.243 1.719 -0.03
C -0.306 -5.116 2.069 -0.45
C -1.089 -4.790 3.155 -0.49
C -1.011 -3.526 3.760 -0.21
C -0.025 -2.644 3.345 -0.68
H 1.347 -4.478 0.974 0.40
H -0.396 -6.013 1.454 0.47
H -1.755 -5.547 3.557 0.43
H -1.712 -3.262 4.559 0.46
H 0.187 -1.734 3.890 0.55
```

Output
HOMO (alpha / beta): -15.986 / -15.995 eV
Net charge: +3
Spin multiplicity: 3
Kohn-Sham gap (alpha / beta): 5.033 / 5.992 eV
ΔE to the lowest compared entry with this formula, charge and spin: 13.13 kcal/mol
⟨S²⟩: 2.054

Here is a molecular structure, C22H43AlBr2Cl3N5O3S2 at a distorted geometry from the OMol25 dataset. Energies are from wB97M-V/def2-TZVPD.

XYZ file:
```
81
Properties=species:S:1:pos:R:3:mulliken_charge:R:1
C 3.879 0.997 1.868 0.09
C 3.605 2.502 2.101 -1.31
C 2.236 2.915 1.477 0.90
C 2.329 3.141 -0.081 -1.18
N 1.229 2.469 -0.831 0.66
C 0.537 3.346 -1.799 -1.10
C -0.976 3.548 -1.391 -0.63
C -1.817 2.558 -2.272 -0.82
C -3.121 1.994 -1.648 -1.00
C -2.849 1.087 -0.458 1.09
C -1.655 0.987 0.237 0.47
N -1.801 0.093 1.257 0.67
C -0.660 -0.119 2.148 -0.17
C -0.792 0.733 3.432 -0.44
C -0.925 2.256 3.197 -0.67
C -3.038 -0.438 1.218 0.35
O -3.539 -1.419 2.100 -0.35
C -2.775 -2.653 2.174 0.41
N -2.049 -3.546 1.973 -0.37
N -3.661 0.195 0.202 0.48
N -4.981 -0.081 -0.147 -1.29
C 1.820 1.333 -1.443 -0.50
S 2.818 1.352 -2.766 -0.28
S 1.448 -0.254 -0.676 0.49
C 2.726 -1.415 -1.199 -0.39
C 2.214 -2.858 -0.846 -0.24
C 2.058 -3.090 0.696 -0.68
H 2.917 0.456 1.763 -0.25
H 4.486 0.839 0.959 0.33
H 4.446 0.495 2.843 0.19
H 4.450 3.146 1.795 0.40
H 3.493 2.617 3.208 0.38
H 1.565 2.054 1.653 -0.89
H 1.836 3.808 1.992 0.70
H 3.329 2.748 -0.364 0.50
H 2.381 4.232 -0.233 0.31
H 0.504 2.935 -2.828 0.54
H 1.014 4.341 -1.916 0.32
H -1.136 3.460 -0.305 0.39
H -1.272 4.579 -1.676 0.48
H -1.191 1.720 -2.643 0.35
H -2.113 3.124 -3.180 0.43
H -3.595 1.359 -2.432 0.38
H -3.890 2.763 -1.417 0.38
H -0.699 1.495 0.117 -0.71
H -0.527 -1.184 2.402 0.50
H 0.227 0.180 1.555 -0.70
H 0.079 0.514 4.128 0.12
H -1.722 0.428 3.966 0.36
H -1.000 2.816 4.149 0.39
H -0.089 2.696 2.644 -0.12
H -1.851 2.468 2.618 0.32
H -5.541 0.770 -0.116 0.23
H -5.405 -0.734 0.508 0.17
H 3.686 -1.280 -0.655 -0.03
H 2.926 -1.393 -2.286 0.51
H 1.206 -2.964 -1.294 0.29
H 2.865 -3.637 -1.326 -0.12
H 2.765 -3.845 1.095 0.39
H 1.017 -3.413 0.892 0.12
H 2.223 -2.152 1.258 0.11
Br 5.895 -0.081 3.302 -0.31
C 6.499 -1.520 -2.049 -0.26
O 6.484 -0.378 -2.854 -0.48
H 7.507 -1.934 -2.040 0.41
H 6.197 -1.273 -1.028 0.29
H 5.794 -2.282 -2.471 0.00
H 5.582 -0.024 -2.853 0.31
Cl -4.642 -2.758 -2.843 -0.19
C -4.676 -4.009 -1.569 0.15
C -6.079 -4.304 -1.087 -0.68
Cl -6.787 -2.943 -0.176 -0.18
H -4.032 -3.676 -0.755 -0.22
H -4.240 -4.909 -2.002 0.33
H -6.061 -5.160 -0.412 0.34
H -6.753 -4.534 -1.913 0.42
Al 5.386 -4.072 -3.103 0.71
Cl 1.692 1.460 4.904 -0.56
Br -1.872 -2.226 -0.021 -0.60
O -8.220 -3.383 -3.279 -0.70
H -7.321 -3.066 -3.146 0.27
```

Output
HOMO: -5.907 eV
Net charge: 0
Kohn-Sham gap: 1.013 eV

Here is a molecular structure, C22H43BeBr2CaCl2F4KN3O8S at a distorted geometry from the OMol25 dataset. Energies are from wB97M-V/def2-TZVPD.

XYZ file:
```
88
Properties=species:S:1:pos:R:3:mulliken_charge:R:1
C -1.427 -6.276 0.660 -1.56
C -1.219 -5.861 -0.779 0.81
O -2.402 -6.188 -1.448 -0.49
C -0.871 -4.386 -0.862 0.31
N -0.595 -4.052 -2.284 -0.63
C 0.301 -2.871 -2.439 -0.61
C -0.460 -1.624 -2.867 -1.26
O -0.028 -0.476 -2.178 -0.42
C -0.630 -0.276 -0.900 2.88
F -1.274 -1.401 -0.456 -0.37
C -1.695 0.801 -1.029 -2.00
C -1.863 1.545 0.289 1.61
C -2.350 0.674 1.442 -1.72
C -2.945 2.610 0.047 -1.91
N -0.599 2.292 0.551 0.57
O -0.764 2.997 1.632 -0.68
C 0.605 1.422 0.722 2.11
C 1.038 1.264 2.175 -2.00
C 1.776 2.161 0.030 -1.78
C 0.507 0.001 0.092 -2.79
H -0.707 -5.806 1.321 0.34
H -2.410 -5.927 0.957 0.32
H -1.384 -7.353 0.745 0.40
H -0.367 -6.479 -1.157 0.00
H -2.335 -5.912 -2.373 0.34
H -1.755 -3.776 -0.460 -0.82
H 0.001 -4.238 -0.162 0.26
H -0.183 -4.867 -2.743 0.43
H 1.152 -3.075 -3.145 0.54
H 0.780 -2.658 -1.437 0.62
H -1.529 -1.801 -2.852 0.29
H -0.204 -1.455 -3.910 0.43
H -1.454 1.530 -1.792 0.33
H -2.643 0.344 -1.304 0.51
H -2.865 1.262 2.185 0.44
H -1.586 0.043 1.874 0.21
H -3.085 -0.011 1.030 0.44
H -2.499 3.372 -0.586 0.34
H -3.807 2.184 -0.440 0.44
H -3.205 3.099 0.973 0.51
H 1.441 2.187 2.566 0.45
H 1.864 0.567 2.163 0.38
H 0.263 0.823 2.797 0.64
H 2.715 1.619 0.103 0.27
H 1.833 3.155 0.463 0.39
H 1.475 2.284 -1.007 0.44
H 1.432 -0.197 -0.437 0.23
H 0.476 -0.739 0.880 0.47
C -3.610 2.904 -5.014 -0.73
C -4.351 1.588 -5.227 -0.50
C -4.278 0.979 -3.834 -0.39
O -4.275 2.050 -2.911 -0.19
C -4.052 3.285 -3.608 -0.38
H -3.850 3.664 -5.755 0.42
H -2.532 2.732 -5.037 0.29
H -5.398 1.791 -5.507 0.34
H -3.915 0.948 -5.992 0.30
H -3.364 0.397 -3.693 0.28
H -5.119 0.336 -3.621 0.22
H -4.992 3.844 -3.624 0.34
H -3.308 3.872 -3.070 0.23
Ca -6.536 -0.011 -4.064 -0.17
C 3.615 6.188 0.839 0.70
F 4.042 7.458 0.806 -0.23
F 2.417 6.150 1.424 -0.20
F 3.516 5.728 -0.402 -0.19
S 4.803 5.137 1.774 1.12
O 4.866 5.773 3.181 -0.31
O 6.057 5.265 1.070 -0.59
O 4.256 3.834 1.782 -0.42
C 4.070 -1.964 3.236 0.27
O 3.856 -0.820 2.823 -0.64
N 3.646 -2.406 4.406 0.12
C 3.920 -3.757 4.864 -0.94
C 2.879 -1.504 5.263 -0.77
H 4.636 -2.698 2.650 0.28
H 2.979 -4.281 5.037 0.36
H 4.486 -3.721 5.795 0.35
H 4.497 -4.300 4.119 0.30
H 1.977 -1.181 4.743 0.17
H 3.473 -0.622 5.497 0.31
H 2.606 -2.015 6.181 0.36
Br 6.245 7.065 3.245 0.19
Cl 3.592 -0.536 0.635 -0.19
K 1.759 -4.772 -1.935 0.97
Be 0.649 2.267 4.584 -0.02
Cl -3.622 -3.551 0.152 -0.70
Br 7.835 4.350 2.547 -0.07
```

Output
HOMO (alpha / beta): -4.402 / -4.402 eV
Net charge: 0
Spin multiplicity: 2
Kohn-Sham gap (alpha / beta): 1.945 / 1.722 eV
⟨S²⟩: 1.760

Here is 3 unconnected molecules or ions with the total composition C22H43F7N7O5P2 at a distorted geometry from the OMol25 dataset. Energies are from wB97M-V/def2-TZVPD.

XYZ file:
```
86
Properties=species:S:1:pos:R:3:mulliken_charge:R:1
O -0.023 -2.572 -0.553 -0.44
C 0.046 -1.433 -1.046 0.28
O 0.959 -1.215 -2.129 -0.40
C -0.900 -0.293 -0.465 0.63
C -0.320 0.549 0.734 -0.72
C -1.230 1.680 1.258 -0.44
N -2.530 1.909 0.694 0.12
C -3.105 1.145 -0.408 -0.02
C -4.582 1.584 -0.822 -0.51
O -4.771 3.039 -0.699 -0.34
C -5.769 3.330 0.260 0.85
F -7.074 2.929 -0.128 -0.21
F -5.827 4.754 0.368 -0.23
F -5.482 2.843 1.562 -0.23
C -2.297 -0.028 -1.078 0.26
C -2.982 -0.796 -2.279 0.70
F -2.222 -1.799 -2.908 -0.17
F -3.243 0.197 -3.303 -0.29
C -4.412 -1.491 -1.901 0.20
F -4.527 -2.710 -2.649 -0.27
F -4.488 -1.838 -0.527 -0.24
H 0.858 -0.276 -2.444 0.36
H 0.700 0.354 1.202 0.50
H -0.853 2.341 2.128 0.51
H -3.083 2.688 1.111 0.24
H -4.890 1.312 -1.883 0.29
H -5.298 1.024 -0.107 0.30
H -5.270 -0.804 -2.254 0.22
O 2.270 -3.697 -5.854 -0.90
P 1.770 -5.097 -5.453 0.91
N 0.524 -5.152 -6.625 0.26
C -0.590 -4.225 -6.677 -1.03
C 1.033 -5.357 -7.983 -1.23
N 1.256 -4.615 -3.890 0.15
C -0.106 -4.438 -3.438 -0.94
C 2.114 -3.648 -3.200 -1.05
N 1.272 -6.730 -4.990 0.02
C 0.085 -7.475 -5.368 -0.80
C 2.003 -7.353 -3.892 -1.03
H -1.363 -4.612 -7.349 0.38
H -0.292 -3.227 -7.024 0.30
H -1.095 -4.120 -5.722 0.26
H 1.690 -6.234 -8.010 0.37
H 1.606 -4.492 -8.335 0.31
H 0.224 -5.551 -8.693 0.35
H -0.512 -3.466 -3.739 0.26
H -0.158 -4.492 -2.345 0.34
H -0.769 -5.228 -3.790 0.26
H 1.903 -2.626 -3.521 0.21
H 3.168 -3.859 -3.396 0.38
H 1.982 -3.703 -2.115 0.36
H -0.832 -7.009 -5.002 0.23
H 0.103 -8.495 -4.967 0.37
H 0.012 -7.600 -6.451 0.27
H 1.448 -7.269 -2.952 0.29
H 2.978 -6.879 -3.755 0.31
H 2.197 -8.412 -4.091 0.41
O 1.325 3.959 3.708 -0.93
P 1.241 4.411 5.183 0.80
N 1.763 6.009 4.867 0.27
C 3.056 6.350 4.303 -1.07
C 0.733 6.822 4.215 -1.16
N 2.485 3.359 5.713 0.33
C 3.836 3.724 6.083 -1.17
C 2.505 2.027 5.105 -1.00
N 1.096 4.903 6.875 0.05
C 1.571 6.108 7.530 -0.80
C 0.660 3.881 7.822 -1.03
H 3.243 7.422 4.428 0.37
H 3.130 6.103 3.237 0.29
H 3.881 5.874 4.825 0.30
H -0.200 6.778 4.788 0.36
H 0.525 6.471 3.198 0.27
H 1.021 7.876 4.167 0.36
H 4.480 3.846 5.205 0.36
H 4.284 2.949 6.715 0.36
H 3.874 4.632 6.684 0.27
H 3.010 2.036 4.133 0.28
H 1.489 1.652 4.961 0.26
H 3.015 1.305 5.751 0.37
H 2.660 6.183 7.522 0.23
H 1.260 6.147 8.580 0.37
H 1.150 7.009 7.079 0.26
H 1.512 3.453 8.358 0.31
H 0.139 3.069 7.307 0.29
H -0.046 4.288 8.552 0.42
```

Output
HOMO: -9.339 eV
Net charge: +1
Kohn-Sham gap: 3.757 eV